# 1
Molecular formula: C9H11AsNO8RhS
Method: DFT, the ωB97M-V functional and the def2-TZVPD basis

Results
HOMO-LUMO gap (spin up / spin down)   6.90 / 7.70 eV
⟨S²⟩   6.026
HOMO energy (spin up / spin down)   -9.0210 / -10.2787 eV

The geometry in ORCA input format:
```
! RIJCOSX wB97M-V def2-TZVPD def2/J DEFGRID3
* xyz 0 5
Rh -1.58684 0.24154 -0.53875
O 1.65867 -1.65185 -1.03344
As 1.26311 0.01304 -0.58965
O 0.15781 0.14284 0.73469
O 0.16226 0.58612 -1.75970
C 2.98704 0.82478 -0.35043
C 4.24512 0.22861 -0.28432
C 5.29122 1.11319 0.04313
C 5.08878 2.48198 0.00276
C 3.84505 3.11428 -0.06708
C 2.85201 2.15593 -0.26499
S -3.32885 2.84778 0.13533
O -2.44182 2.25667 -0.94616
O -2.60024 3.52868 1.17316
O -4.31066 1.84224 0.56055
H 1.07537 -1.92216 -1.75123
H 4.39146 -0.86174 -0.19957
H 6.30783 0.74648 0.28324
H 5.92855 3.06564 0.37147
H 3.79736 4.19264 0.05676
N -3.23155 -0.50651 0.70154
C -2.83270 -1.84498 1.28965
C -3.15252 -2.85241 0.21844
C -2.24638 -2.88128 -0.96922
O -1.90252 -3.88580 -1.55053
O -1.59960 -1.73818 -1.22491
H -3.52864 0.21557 1.33837
H -4.06451 -0.75923 0.17460
H -3.36628 -2.14744 2.21307
H -1.74604 -1.86194 1.50467
H -4.25597 -2.90806 0.05585
H -2.85654 -3.77645 0.67272
*
```

# 2
Molecular formula: C5H10N
Method: DFT, the ωB97M-V functional and the def2-TZVPD basis

Results
HOMO-LUMO gap   8.71 eV
HOMO energy   -12.7179 eV

The geometry in ORCA input format:
```
! RIJCOSX wB97M-V def2-TZVPD def2/J DEFGRID3
* xyz 1 1
C -2.11054 -0.02903 -1.67009
C -0.94901 -0.61283 -1.60087
C 0.84381 1.24439 0.39434
C 1.75515 0.08106 -0.02619
C 0.36218 -0.11880 0.38165
N -0.06972 -0.67296 1.68855
H -2.73897 -0.18653 -2.49906
H -2.58124 0.70181 -1.03076
H -0.13469 -1.23741 -1.87529
H 0.92230 1.80092 1.29651
H 0.72122 1.84649 -0.49721
H 1.96696 -0.09009 -1.09525
H 2.49830 -0.40867 0.61123
H 0.51080 -1.44506 1.90209
H -1.03726 -0.88645 1.50697
H 0.04071 0.01314 2.51336
*
```

# 3
Molecular formula: C5H9FS2
Method: DFT, the ωB97M-V functional and the def2-TZVPD basis

Results
HOMO-LUMO gap   9.88 eV
HOMO energy   -9.2526 eV
Structure (SMILES)   F[C@@H](CS)C1(S)CC1

The geometry in ORCA input format:
```
! RIJCOSX wB97M-V def2-TZVPD def2/J DEFGRID3
* xyz 0 1
F -1.46432 1.26439 -0.23728
C -0.14573 1.05429 0.19901
C -0.18866 0.36270 1.49784
S -1.53980 -0.85089 1.93204
C 0.74508 0.31181 -0.76785
S 0.50570 -1.46073 -0.98051
C 2.17251 0.82107 -0.94286
C 1.16480 1.04028 -2.03655
H 0.18337 2.14217 0.36847
H -0.43078 1.15195 2.25627
H 0.78732 -0.07778 1.72033
H -1.39645 -1.66769 0.90317
H 0.65889 -1.87257 0.46342
H 2.41074 1.72652 -0.27081
H 2.90999 0.00641 -1.09950
H 1.27041 0.55031 -2.97892
H 0.84314 2.10617 -2.14901
*
```

# 4
Molecular formula: C3H7O2
Method: DFT, the ωB97M-V functional and the def2-TZVPD basis

Results
HOMO-LUMO gap   6.79 eV
HOMO energy   -2.5667 eV

The geometry in ORCA input format:
```
! RIJCOSX wB97M-V def2-TZVPD def2/J DEFGRID3
* xyz -1 1
C 2.32314 -1.02728 0.01122
O 3.15277 -0.20659 0.34664
H 2.35932 -2.07629 0.32327
H 1.54581 -0.73670 -0.71191
H -0.89356 4.51837 -0.89137
C -1.52743 -0.68705 -0.25450
C -0.87811 -1.22359 0.81741
O 0.05261 -2.08760 0.87177
H -2.23517 0.10033 -0.01646
H -1.36772 -0.93193 -1.28976
H -1.21473 -0.76711 1.76493
H -1.31692 5.12544 -0.97123
*
```

What are the maximum force values for these records? In order: 0.0514, 0.0852, 0.0581, 0.0158 hartree/bohr.
What are the E values for these records? In order: -102057.4335, -6824.8344, -29717.1868, -7317.8196 eV.
What are the energy above the lowest of the compared OMol25 structures with the same formula, charge and spin values for these records? In order: 65.3, 123.8, 19.4, 72.2 kcal/mol.